<w>
Computed, not measured: the molecule C3H6N2O2, with ωB97M-V/def2-TZVPD.

The geometry in XYZ format:
```
13
C3H6N2O2 (ωB97M-V/def2-TZVPD)
O -0.38 -1.22 -2.42
O 0.00 2.08 0.34
N 0.08 -0.20 0.37
N 1.86 1.07 1.14
C 0.60 1.06 0.60
C -1.07 -1.36 -1.44
C -1.18 -0.36 -0.32
H 2.15 1.97 1.46
H -1.62 -2.32 -1.33
H -1.96 -0.69 0.37
H 2.22 0.30 1.68
H 0.76 -0.94 0.27
H -1.46 0.60 -0.74
```

Properties
**Lowest unoccupied orbital energy**: 0.602 eV
**SMILES**: NC(=O)NCC=O
**Gap between HOMO and LUMO**: 10.49 eV

Mulliken population analysis, charges in e, atoms 1 to 2: -0.4302, -0.6108

<x>
Computed, not measured: a cluster of 2 separate species, C3H6N2O2 in total, with ωB97M-V/def2-TZVPD.

The geometry in XYZ format:
```
13
C3H6N2O2 (ωB97M-V/def2-TZVPD)
O 0.73 0.42 2.49
O 1.31 -1.73 0.85
N -1.48 -0.25 3.19
N 0.59 0.35 1.22
C -1.85 -0.43 2.05
C 0.98 -0.67 0.37
C 1.08 -0.35 -1.09
H -1.48 0.11 1.03
H 1.57 -1.10 -1.64
H 0.30 1.28 0.85
H -2.88 -0.79 1.80
H 0.04 -0.23 -1.53
H 1.69 0.67 -1.33
```

Properties
**Lowest unoccupied orbital energy (alpha / beta)**: -0.916 / -0.499 eV
**Gap between HOMO and LUMO (alpha / beta)**: 8.69 / 9.15 eV

Mulliken population analysis, charges in e, atoms 1 to 2: -0.4107, -0.5169

<y>
Computed, not measured: the molecule C3H6N2O2, with ωB97M-V/def2-TZVPD.

The geometry in XYZ format:
```
13
C3H6N2O2 (ωB97M-V/def2-TZVPD)
O 1.01 0.29 0.99
O -2.43 -0.30 1.23
N -1.48 0.38 -0.71
N 1.28 0.04 -1.28
C -1.44 -0.16 0.53
C -0.07 -0.64 1.05
C 1.67 0.48 -0.15
H -2.39 0.62 -1.06
H -0.68 0.31 -1.33
H -0.19 -0.81 2.13
H 0.21 -1.58 0.56
H 2.57 1.06 0.05
H 1.94 0.32 -2.00
```

Properties
**Lowest unoccupied orbital energy**: 0.787 eV
**SMILES**: [H]/N=C/OCC(N)=O
**Gap between HOMO and LUMO**: 10.55 eV

Mulliken population analysis, charges in e, atoms 1 to 2: -0.3492, -0.6200

<z>
Computed, not measured: a structure of composition C3H6N2O2, with ωB97M-V/def2-TZVPD.

The geometry in XYZ format:
```
13
C3H6N2O2 (ωB97M-V/def2-TZVPD)
O -0.85 0.24 2.16
O -0.38 -0.40 -2.19
N 0.23 -0.90 0.34
N -0.69 -0.09 0.04
C 1.61 -0.34 -0.12
C -0.94 0.26 -1.30
C -1.25 0.63 1.03
H -2.12 1.27 0.63
H 0.11 -1.14 1.25
H 1.33 0.49 -1.03
H -1.41 1.46 -1.54
H 2.09 0.05 1.18
H 2.27 -1.53 -0.45
```

Properties
**Lowest unoccupied orbital energy**: 0.342 eV
**Gap between HOMO and LUMO**: 9.30 eV

Mulliken population analysis, charges in e, atoms 1 to 2: -0.6262, -0.4636

<w> wins, 3.9 kcal/mol ahead of the next structure.

<w>
Computed, not measured: a structure of composition C3H6N2O2, with ωB97M-V/def2-TZVPD.

The geometry in XYZ format:
```
13
C3H6N2O2 (ωB97M-V/def2-TZVPD)
O -2.25 0.19 1.47
O 1.06 0.01 1.12
N -1.42 0.56 -0.61
N 1.41 0.01 -1.11
C 1.92 0.21 0.15
C -1.37 0.04 0.64
C -0.13 -0.79 0.95
H 2.19 -0.01 -1.77
H -2.23 1.09 -0.88
H 0.05 -1.54 0.17
H -0.68 0.36 -1.28
H 1.74 1.14 -0.76
H -0.29 -1.26 1.91
```

Properties
**Lowest unoccupied orbital energy**: 0.744 eV
**Gap between HOMO and LUMO**: 9.85 eV

Mulliken population analysis, charges in e, atoms 1 to 2: -0.6156, -0.0525

<x>
Computed, not measured: the molecule C3H6N2O2, with ωB97M-V/def2-TZVPD.

The geometry in XYZ format:
```
13
C3H6N2O2 (ωB97M-V/def2-TZVPD)
O -0.94 1.36 0.01
O 1.07 -1.76 0.94
N -1.11 0.35 -2.14
N 0.40 -0.41 -0.56
C 0.62 0.39 1.89
C 0.72 -0.61 0.86
C -0.58 0.54 -0.86
H 0.56 -1.28 -1.25
H -0.44 0.87 2.05
H 1.16 1.26 1.76
H 0.71 -0.04 2.84
H -0.69 0.03 -2.96
H -1.93 0.93 -2.49
```

Properties
**Lowest unoccupied orbital energy**: 0.673 eV
**SMILES**: CC(=O)NC(N)=O
**Gap between HOMO and LUMO**: 10.54 eV

Mulliken population analysis, charges in e, atoms 1 to 2: -0.6001, -0.5768

<x> wins, 71.4 kcal/mol ahead of the next structure.